Here is a single C7H10 molecule from OMol25. Energies are from ωB97M-V with the def2-TZVPD basis set.

energy above the lowest of the compared OMol25 structures with the same formula, charge and spin	246.5	kJ/mol
gap between HOMO and LUMO	10.200	eV
2S+1	1
E_LUMO	1.13	eV
E_HOMO	-9.07	eV
SMILES	C=C=C[C@@H](C)C=C
total charge	0

Geometry as XYZ:
```
17
C7H10 (ωB97M-V with the def2-TZVPD basis set)
C -0.81 1.51 -0.54
C 0.10 0.42 -1.11
C 1.38 0.19 -0.35
C 1.56 0.40 0.96
C -0.55 -0.98 -1.08
C -0.93 -1.43 0.09
C -0.98 -1.66 1.37
H -0.27 2.46 -0.46
H -1.69 1.65 -1.17
H -1.16 1.24 0.46
H 0.33 0.67 -2.15
H 2.14 -0.36 -0.90
H -0.03 -1.86 1.86
H 2.46 0.05 1.45
H 0.83 0.91 1.57
H -0.50 -1.61 -1.97
H -1.88 -1.61 1.97
```

Here is a single C4H7ClO molecule from OMol25. Energies are from ωB97M-V with the def2-TZVPD basis set.

energy above the lowest of the compared OMol25 structures with the same formula, charge and spin	220.2	kJ/mol
gap between HOMO and LUMO	9.834	eV
2S+1	1
E_LUMO	0.92	eV
E_HOMO	-8.91	eV
SMILES	C=C(CCl)OC
total charge	0

Geometry as XYZ:
```
13
C4H7ClO (ωB97M-V with the def2-TZVPD basis set)
C -0.45 -1.89 0.67
C -0.11 -0.68 0.28
C -0.44 1.68 0.53
C 1.16 -0.41 -0.65
O -0.88 0.37 0.66
Cl 2.60 -0.02 0.30
H -1.27 -2.16 1.31
H 0.24 -2.77 0.50
H -1.03 2.48 0.90
H -0.44 1.90 -0.63
H 0.65 1.75 0.92
H 0.75 0.49 -1.12
H 1.40 -1.43 -1.08
```

Here is 4 unconnected molecules or ions with the total composition C3H17N2O3 from OMol25. Energies are from ωB97M-V with the def2-TZVPD basis set.

energy above the lowest of the compared OMol25 structures with the same formula, charge and spin	362.4	kJ/mol
gap between HOMO and LUMO	10.321	eV
2S+1	1
E_LUMO	-2.82	eV
E_HOMO	-13.14	eV
total charge	+1

Geometry as XYZ:
```
25
C3H17N2O3 (ωB97M-V with the def2-TZVPD basis set)
C 1.07 1.01 -1.28
N -0.09 0.17 -1.20
C 1.52 1.68 0.03
N 0.34 1.41 1.01
C 0.75 1.38 2.34
H 1.91 0.47 -1.75
H 1.10 1.76 -2.16
H 0.15 -0.84 -1.40
H -0.95 0.40 -1.68
H 2.55 1.51 0.40
H 1.82 2.71 -0.32
H -0.04 0.31 0.61
H -0.49 1.92 0.70
H 1.71 2.01 2.48
H 0.04 1.73 3.12
H 0.97 0.29 2.39
H -3.23 -2.01 -1.34
H -2.58 -2.18 -0.09
O -2.54 -1.61 -0.85
H -0.68 -3.19 -1.32
H 0.71 -3.40 -1.82
O 0.19 -2.80 -1.27
H -2.05 -0.45 0.94
H -0.95 -1.58 1.25
O -1.21 -0.70 1.22
```

Here is 7 unconnected molecules or ions with the total composition C19H39N7O2P3 from OMol25. Energies are from ωB97M-V with the def2-TZVPD basis set.

gap between HOMO and LUMO	8.977	eV
2S+1	1
E_LUMO	-2.30	eV
E_HOMO	-11.28	eV
total charge	+1

Geometry as XYZ:
```
70
C19H39N7O2P3 (ωB97M-V with the def2-TZVPD basis set)
C 3.76 1.00 -0.22
C 3.34 -0.47 0.05
P 1.93 -1.11 -0.98
C 2.44 -0.71 -2.72
P 0.09 0.00 -0.52
N -0.96 -1.13 0.21
C 0.26 1.32 0.72
C 0.88 0.75 2.03
C -0.11 0.72 3.19
O -1.32 0.03 2.90
P -0.78 0.64 -2.44
C -2.63 0.52 -2.29
O -0.45 2.26 -2.68
H 2.86 1.61 -0.21
H 4.29 1.11 -1.16
H 4.37 1.32 0.62
H 3.22 -0.67 1.11
H 4.18 -1.08 -0.27
H 1.91 -1.36 -3.41
H 2.24 0.34 -2.95
H 3.49 -0.95 -2.79
H -1.30 -1.72 -0.54
H -1.76 -0.65 0.63
H -0.71 1.73 1.00
H 0.82 2.17 0.35
H 1.20 -0.28 1.84
H 1.73 1.35 2.35
H -0.38 1.70 3.56
H 0.40 0.19 4.00
H -1.12 -0.91 2.86
H -3.10 1.50 -2.41
H -2.95 -0.09 -3.12
H -2.93 0.08 -1.34
H -0.28 2.71 -1.84
C 1.20 -0.67 7.29
C 1.93 0.28 6.43
N 2.50 1.01 5.78
H 0.13 -0.51 7.18
H 1.44 -1.69 7.00
H 1.48 -0.51 8.33
C 0.79 -5.07 -2.41
C 0.20 -3.76 -2.20
N -0.24 -2.72 -2.04
H 1.86 -4.97 -2.58
H 0.63 -5.69 -1.53
H 0.33 -5.55 -3.27
C -2.44 5.06 2.45
C -1.44 4.63 1.47
N -0.65 4.29 0.72
H -1.98 5.12 3.43
H -2.84 6.03 2.17
H -3.25 4.34 2.48
C -4.18 -2.53 -1.37
C -4.55 -3.90 -1.73
N -4.84 -4.97 -2.01
H -5.04 -1.87 -1.50
H -3.87 -2.50 -0.33
H -3.37 -2.19 -2.00
C -5.00 2.51 0.71
C -4.66 1.10 0.84
N -4.42 -0.02 0.95
H -4.34 2.98 -0.02
H -6.03 2.62 0.38
H -4.88 3.01 1.67
C 5.58 -0.56 -5.57
C 5.32 -1.75 -4.76
N 5.11 -2.68 -4.12
H 6.18 -0.83 -6.44
H 4.63 -0.14 -5.90
H 6.11 0.17 -4.98
```

Here is a molecular structure, C21H24AsMgN9PS5 from OMol25. Energies are from ωB97M-V with the def2-TZVPD basis set.

gap between HOMO and LUMO	3.452	eV
2S+1	1
E_LUMO	1.40	eV
E_HOMO	-2.05	eV
total charge	-1

Geometry as XYZ:
```
62
C21H24AsMgN9PS5 (ωB97M-V with the def2-TZVPD basis set)
Mg 0.02 0.19 -0.75
C -5.25 -1.20 0.44
N -4.17 -0.57 -0.28
C -4.28 0.37 -1.27
C -3.01 0.69 -1.65
N -2.13 -0.04 -0.92
C -2.84 -0.79 -0.10
P -2.15 -1.90 1.15
C -1.12 -0.64 1.99
N -0.66 0.45 1.40
C -0.27 1.30 2.39
C -0.51 0.72 3.61
N -1.07 -0.50 3.35
C -1.48 -1.49 4.31
C -0.82 -2.62 0.12
N 0.04 -1.92 -0.61
C 0.76 -2.82 -1.34
C 0.34 -4.08 -1.04
N -0.67 -3.95 -0.12
C -1.40 -5.02 0.52
H -6.20 -0.82 0.07
H -5.17 -0.99 1.51
H -5.22 -2.28 0.31
H -5.24 0.72 -1.62
H -2.66 1.38 -2.41
H 0.17 2.26 2.16
H -0.38 1.08 4.61
H -1.02 -1.29 5.28
H -1.17 -2.48 3.99
H -2.57 -1.51 4.42
H 1.54 -2.50 -2.02
H 0.64 -5.04 -1.42
H -1.03 -5.97 0.14
H -2.47 -4.94 0.30
H -1.27 -4.99 1.60
S 2.20 -1.78 -5.03
As 2.36 -0.07 -3.77
S 3.55 -0.59 -2.04
S 0.32 0.51 -3.14
S 3.22 1.57 -4.84
C 0.70 4.15 -3.38
N 1.60 3.78 -2.31
C 2.97 3.88 -2.34
C 3.46 3.26 -1.26
N 2.37 2.72 -0.58
C 1.22 3.06 -1.23
S -0.35 2.94 -0.62
C 2.52 1.80 0.46
C 3.42 2.09 1.48
C 3.67 1.14 2.45
C 3.02 -0.08 2.35
C 2.13 -0.28 1.32
N 1.88 0.63 0.36
H 1.20 4.86 -4.03
H -0.20 4.58 -2.95
H 0.44 3.25 -3.95
H 3.49 4.37 -3.15
H 4.47 3.08 -0.95
H 3.89 3.06 1.50
H 4.37 1.34 3.25
H 3.19 -0.86 3.08
H 1.64 -1.23 1.19
```

Here is a molecular structure, C39H59BeN4O4 from OMol25. Energies are from ωB97M-V with the def2-TZVPD basis set.

gap between HOMO and LUMO	7.190	eV
2S+1	1
E_LUMO	2.47	eV
E_HOMO	-4.72	eV
total charge	-1

Geometry as XYZ:
```
107
C39H59BeN4O4 (ωB97M-V with the def2-TZVPD basis set)
Be -0.01 1.42 0.30
C 3.43 3.57 -0.42
N 2.05 3.87 -0.72
C 1.74 5.27 -0.61
C 1.59 3.33 -1.99
C 1.65 1.81 -2.07
N 0.56 1.02 -1.48
C 1.05 -0.37 -1.42
C 2.08 -0.66 -0.36
C 2.95 -1.72 -0.59
C 3.82 -2.19 0.38
C 3.78 -1.54 1.62
C 2.94 -0.48 1.90
C 2.05 0.00 0.89
O 1.26 1.02 1.11
C 2.90 0.15 3.30
C 3.24 1.64 3.23
C 1.50 -0.04 3.91
C 3.91 -0.51 4.25
C 4.72 -3.40 0.18
C 4.76 -3.86 -1.28
C 4.17 -4.56 1.03
C 6.16 -3.09 0.62
C -0.69 1.08 -2.28
C -1.72 0.07 -1.86
C -2.37 -0.68 -2.83
C -3.33 -1.63 -2.50
C -3.64 -1.77 -1.15
C -3.01 -1.07 -0.14
C -1.98 -0.15 -0.49
O -1.26 0.45 0.42
C -3.41 -1.26 1.33
C -2.23 -1.85 2.12
C -3.84 0.08 1.93
C -4.59 -2.23 1.48
C -4.06 -2.48 -3.54
C -3.54 -2.23 -4.96
C -5.56 -2.14 -3.52
C -3.88 -3.97 -3.22
H 4.12 3.84 -1.24
H 3.56 2.52 -0.18
H 3.72 4.14 0.47
H 2.30 5.90 -1.33
H 1.98 5.62 0.40
H 0.68 5.42 -0.78
H 2.23 3.72 -2.81
H 0.57 3.68 -2.16
H 2.57 1.48 -1.59
H 1.72 1.54 -3.13
H 1.46 -0.65 -2.41
H 0.20 -1.03 -1.24
H 2.92 -2.19 -1.57
H 4.43 -1.91 2.40
H 2.53 2.16 2.59
H 4.25 1.78 2.82
H 3.21 2.09 4.23
H 0.75 0.46 3.30
H 1.47 0.37 4.92
H 1.25 -1.10 3.97
H 4.93 -0.38 3.90
H 3.70 -1.58 4.38
H 3.82 -0.04 5.24
H 3.79 -4.21 -1.61
H 5.47 -4.68 -1.38
H 5.09 -3.04 -1.94
H 3.15 -4.80 0.72
H 4.15 -4.29 2.09
H 4.79 -5.46 0.91
H 6.58 -2.29 0.00
H 6.79 -3.98 0.50
H 6.21 -2.78 1.66
H -0.45 0.94 -3.34
H -1.10 2.09 -2.16
H -2.11 -0.50 -3.87
H -4.42 -2.48 -0.88
H -1.36 -1.19 2.07
H -1.95 -2.82 1.72
H -2.51 -1.98 3.17
H -3.02 0.80 1.85
H -4.09 -0.04 2.99
H -4.71 0.48 1.41
H -4.32 -3.24 1.17
H -5.45 -1.89 0.90
H -4.88 -2.27 2.53
H -3.70 -1.19 -5.26
H -4.07 -2.87 -5.67
H -2.47 -2.45 -5.03
H -5.70 -1.07 -3.72
H -6.00 -2.37 -2.55
H -6.09 -2.70 -4.29
H -2.82 -4.24 -3.24
H -4.41 -4.59 -3.95
H -4.27 -4.21 -2.23
C -1.91 3.60 2.87
N -2.39 3.92 1.53
C -3.61 4.50 1.34
C -4.08 4.77 0.11
C -3.25 4.43 -1.05
O -3.59 4.72 -2.20
N -2.06 3.78 -0.79
C -1.66 3.49 0.42
O -0.59 2.86 0.70
H -2.36 4.30 3.58
H -0.83 3.70 2.88
H -2.16 2.58 3.15
H -4.17 4.73 2.24
H -5.04 5.22 -0.05
```

Here is a gas-phase ion, C5H10BrN2O2 (charge +1) from OMol25. Energies are from ωB97M-V with the def2-TZVPD basis set.

energy above the lowest of the compared OMol25 structures with the same formula, charge and spin	2.4	kJ/mol
gap between HOMO and LUMO	9.369	eV
2S+1	1
E_LUMO	-4.46	eV
E_HOMO	-13.83	eV
SMILES	C/C(=N/C=[NH+]/Br)OCCO
total charge	+1

Geometry as XYZ:
```
20
C5H10BrN2O2 (ωB97M-V with the def2-TZVPD basis set)
C 1.34 -1.47 -1.70
C 0.41 -0.55 0.37
C 0.88 -0.58 1.78
C -1.87 1.62 0.41
C -1.87 0.18 0.80
N 1.22 -0.90 -0.55
N 2.16 -1.09 -2.65
O -0.71 2.33 0.93
O -0.80 -0.32 -0.08
Br 2.82 -2.12 -4.13
H 0.99 -2.62 -1.83
H 0.72 0.39 2.16
H 1.91 -0.75 1.83
H 0.24 -1.12 2.41
H -2.66 2.25 0.88
H -1.90 1.83 -0.68
H -2.93 -0.21 0.42
H -1.77 0.12 1.86
H 2.23 -0.08 -2.69
H -0.40 3.08 0.47
```

Here is a gas-phase ion, C6H13N2O (charge +1) from OMol25. Energies are from ωB97M-V with the def2-TZVPD basis set.

energy above the lowest of the compared OMol25 structures with the same formula, charge and spin	419.3	kJ/mol
gap between HOMO and LUMO	9.865	eV
2S+1	1
E_LUMO	-3.52	eV
E_HOMO	-13.38	eV
SMILES	[NH3+][C@]12CCCN1OCC2
total charge	+1

Geometry as XYZ:
```
22
C6H13N2O (ωB97M-V with the def2-TZVPD basis set)
C -1.78 -1.07 -0.05
C -1.27 0.25 -0.70
C 1.30 1.12 -0.54
C -0.45 -1.73 0.30
C 2.00 -0.24 -0.87
C 0.00 0.66 0.05
N 0.51 -0.78 0.87
N -0.36 1.50 1.25
O 1.90 -0.86 0.42
H -2.37 -1.00 0.87
H -2.26 -1.63 -0.72
H -0.92 0.00 -1.66
H -1.94 0.99 -0.60
H 1.81 1.73 0.20
H 1.12 1.74 -1.46
H -0.37 -2.59 1.09
H 0.05 -2.21 -0.52
H 1.54 -0.73 -1.62
H 3.00 -0.26 -0.98
H -1.28 1.28 1.73
H -0.66 2.41 1.03
H 0.43 1.41 1.90
```

Here is a molecular structure, C30H34NO9W from OMol25. Energies are from ωB97M-V with the def2-TZVPD basis set.

energy above the lowest of the compared OMol25 structures with the same formula, charge and spin	89.6	kJ/mol
gap between HOMO and LUMO (alpha / beta)	5.078 / 5.349	eV
2S+1	3
E_LUMO (alpha / beta)	1.69 / 1.69	eV
E_HOMO (alpha / beta)	-3.39 / -3.66	eV
total charge	-1

Geometry as XYZ:
```
75
C30H34NO9W (ωB97M-V with the def2-TZVPD basis set)
C 3.38 2.26 -5.85
C 2.70 2.55 -4.49
C 3.89 0.80 -5.84
C 3.75 0.18 -4.43
H 4.95 0.76 -6.13
H 3.35 0.22 -6.59
C 3.45 1.65 -3.54
H 1.62 2.30 -4.55
H 2.81 3.61 -4.21
C 3.27 1.71 -2.00
H 4.49 2.02 -3.62
H 4.74 -0.02 -3.98
C 3.13 -1.16 -4.62
C 2.45 2.54 -7.02
C 4.59 3.15 -6.20
O 5.58 2.74 -6.79
O 1.28 2.19 -7.05
O 3.07 3.16 -8.04
O 4.48 4.44 -5.84
C 5.57 5.23 -6.35
H 5.38 6.24 -5.99
H 5.56 5.19 -7.45
H 6.53 4.84 -5.99
C 2.20 3.53 -9.12
H 1.68 2.65 -9.52
H 2.85 3.97 -9.88
H 1.46 4.27 -8.78
O 2.10 2.40 -1.40
H 4.13 2.25 -1.58
H 3.34 0.66 -1.62
C 3.57 -2.28 -3.77
C 1.92 -1.35 -5.44
H 2.16 -2.01 -6.30
H 1.46 -0.43 -5.84
H 1.17 -1.90 -4.84
H 2.69 -2.71 -3.25
H 4.32 -1.99 -3.03
H 3.99 -3.10 -4.36
W 1.01 1.18 -0.51
C 1.45 -0.63 0.90
C 2.73 -0.04 0.64
C 2.71 1.30 1.16
H 3.60 -0.56 0.27
C 1.41 1.54 1.75
C 0.67 0.32 1.63
H -0.26 0.09 2.16
H 1.14 -1.64 0.63
H 3.56 1.97 1.22
H 1.12 2.42 2.32
C -0.69 -0.26 -1.26
C -1.25 0.72 -0.36
C -1.10 2.02 -0.96
H -1.80 0.49 0.55
C -0.51 1.82 -2.27
C -0.30 0.42 -2.46
H -0.05 -0.07 -3.40
H -0.67 -1.34 -1.10
H -1.45 2.96 -0.54
H -0.37 2.59 -3.02
O -1.84 -1.26 2.38
C -1.74 -2.38 1.81
O -1.09 -2.74 0.79
C -2.58 -3.48 2.46
C -3.07 -4.56 1.69
C -3.96 -5.49 2.23
C -4.33 -5.39 3.59
C -3.79 -4.37 4.40
C -2.92 -3.43 3.83
N -5.27 -6.31 4.14
O -5.76 -7.19 3.39
O -5.59 -6.20 5.34
H -2.78 -4.65 0.65
H -4.37 -6.29 1.63
H -4.07 -4.32 5.45
H -2.53 -2.63 4.45
```

Here is a molecular structure, C16H23F12Ni2O11 from OMol25. Energies are from ωB97M-V with the def2-TZVPD basis set.

energy above the lowest of the compared OMol25 structures with the same formula, charge and spin	0.0	kJ/mol
gap between HOMO and LUMO (alpha / beta)	8.717 / 8.693	eV
2S+1	5
E_LUMO (alpha / beta)	-4.76 / -4.79	eV
E_HOMO (alpha / beta)	-13.48 / -13.48	eV
total charge	+1

Geometry as XYZ:
```
64
C16H23F12Ni2O11 (ωB97M-V with the def2-TZVPD basis set)
Ni 2.49 -0.29 -1.53
Ni 0.86 -0.04 -3.54
O 0.61 0.21 -1.56
H -0.03 0.15 -0.86
O 2.47 0.94 -3.13
H 3.12 1.29 -3.73
O 2.01 -1.59 -2.96
H 1.56 -2.36 -3.32
C -0.78 1.77 1.97
C -0.56 0.30 1.78
O -0.79 -0.34 3.04
C -0.56 -1.63 3.10
O -0.14 -2.32 2.22
C -0.87 -2.18 4.51
F -1.63 -1.36 5.21
F -1.48 -3.36 4.42
F 0.30 -2.34 5.17
H -0.07 2.18 2.70
H -1.78 2.04 2.29
H -0.59 2.30 1.03
H 0.42 0.08 1.37
H -1.31 -0.09 1.08
C 0.59 -3.56 -0.70
C 2.04 -3.89 -0.43
O 2.45 -3.45 0.88
C 2.73 -2.22 1.08
O 2.82 -1.33 0.27
C 3.15 -1.97 2.55
F 4.43 -1.63 2.55
F 2.43 -0.95 3.06
F 2.98 -3.03 3.30
H 0.28 -4.00 -1.64
H 0.43 -2.49 -0.74
H -0.02 -3.92 0.12
H 2.70 -3.50 -1.21
H 2.19 -4.97 -0.40
C -2.77 -0.55 -1.45
C -3.86 -0.65 -2.50
O -5.15 -0.54 -1.88
C -5.82 0.59 -2.07
O -5.48 1.53 -2.72
C -7.23 0.53 -1.44
F -7.57 1.73 -0.97
F -8.08 0.18 -2.39
F -7.31 -0.37 -0.43
H -1.78 -0.56 -1.94
H -2.75 -1.42 -0.79
H -2.79 0.37 -0.88
H -3.81 -1.61 -3.00
H -3.77 0.12 -3.27
C 1.26 4.96 -1.39
C 1.93 3.61 -1.23
O 2.61 3.56 0.03
C 3.13 2.43 0.37
O 3.04 1.39 -0.23
C 3.95 2.55 1.68
F 5.24 2.60 1.36
F 3.63 3.63 2.39
F 3.74 1.46 2.42
H 2.00 5.77 -1.38
H 0.58 5.16 -0.56
H 0.74 4.94 -2.34
H 2.62 3.38 -2.04
H 1.22 2.77 -1.30
```